[1]
C27H27BiF5N3S4 | the ωB97M-V functional and the def2-TZVPD basis

```
! RIJCOSX wB97M-V def2-TZVPD def2/J DEFGRID3
* xyz 0 1
Bi -0.26 -0.26 0.55
S 1.37 0.04 2.68
S -3.73 -1.28 1.07
S -1.36 -3.57 0.91
S -1.55 -1.34 3.53
F 2.38 -2.18 0.91
F 3.72 1.81 3.09
F 6.23 1.46 2.17
F 6.86 -0.73 0.66
F 4.91 -2.54 0.04
N -1.24 -0.97 -2.15
N -0.59 -1.80 -4.11
N 0.17 1.50 -0.03
C 0.71 5.08 -0.34
C 2.96 -0.17 2.02
C -0.96 0.08 -3.00
C -3.33 -1.64 3.84
C -1.42 -4.06 2.67
C 0.13 3.89 0.04
C 5.60 -0.54 1.10
C 3.31 -1.27 1.23
C -3.06 -3.93 0.34
C -0.13 0.38 -5.29
C 1.84 5.10 -1.14
C -4.21 -0.96 2.80
C -1.02 -2.04 -2.84
C -1.04 1.46 -2.81
C 0.70 2.67 -0.38
C 1.84 2.68 -1.21
C 5.28 0.56 1.88
C 2.41 1.38 -1.68
C 4.61 -1.46 0.78
C -0.53 -0.44 -4.24
C 2.39 3.90 -1.58
C -0.61 2.27 -3.83
C -4.16 -3.06 0.92
C 3.98 0.74 2.33
C -1.10 3.84 0.90
C -0.16 1.75 -5.05
C -0.84 -3.02 3.61
H -1.13 -3.04 -2.46
H -4.46 -3.39 1.91
H 0.21 -2.85 3.38
H 3.30 1.54 -2.29
H -2.46 -4.29 2.90
H 2.30 6.03 -1.43
H -3.48 -2.72 3.84
H 0.16 2.43 -5.83
H -1.51 4.83 1.07
H 0.19 -0.02 -6.23
H -3.57 -1.26 4.83
H 0.28 6.01 -0.01
H -0.63 3.34 -3.69
H -4.13 0.12 2.89
H -0.83 -4.98 2.77
H -0.85 3.38 1.86
H -0.93 -3.37 4.64
H -3.26 -4.98 0.55
H 1.67 0.83 -2.27
H -0.37 -2.49 -4.81
H -5.03 -3.13 0.26
H 3.26 3.90 -2.22
H -1.87 3.21 0.44
H -5.25 -1.26 2.93
H 2.67 0.74 -0.83
H -1.41 1.87 -1.88
H -2.98 -3.79 -0.74
*
```

Its LUMO energy is -0.5 eV. For the relative energy (zero: lowest compared OMol25 entry of this formula, charge and spin), the calculation gives 35.9 kJ/mol. Its total energy is -3515.96311 a.u. The value obtained for the HOMO energy is -0.246 hartree.



[2]
C34H52N4O5P2S | the ωB97M-V functional and the def2-TZVPD basis

```
! RIJCOSX wB97M-V def2-TZVPD def2/J DEFGRID3
* xyz 0 1
S 0.47 -3.35 0.55
P -1.18 2.24 3.17
P 2.63 -0.68 -4.74
O -2.03 2.04 4.59
O -4.87 -0.13 6.82
O -3.28 1.17 -6.90
O 0.22 3.07 3.52
O 4.30 -4.47 -2.70
N 2.26 2.97 -1.89
N -0.72 -1.10 -0.84
N 1.47 -0.37 -5.76
N 0.17 -0.28 4.70
C -0.11 -0.44 3.29
C -4.06 0.09 -7.43
C 2.21 -0.08 6.05
C -4.66 0.77 5.72
C 2.07 2.34 -0.58
C 2.08 -1.57 -3.23
C 0.03 -1.82 1.38
C -3.09 -1.06 -7.69
C 2.26 -3.22 -1.54
C -0.51 2.07 -0.69
C 2.75 -2.66 -2.70
C 0.25 -1.65 2.74
C 4.03 -3.25 -3.33
C 0.45 -1.60 -1.48
C 1.44 3.81 -2.59
C 0.95 -1.05 -2.64
C 5.67 -4.67 -2.35
C 0.71 2.67 0.05
C 3.39 2.73 -2.57
C 1.35 0.58 4.94
C -6.15 -0.75 6.69
C 1.14 -2.68 -0.97
C 0.89 -2.76 3.53
C -1.55 1.39 0.24
C -0.53 -0.86 0.56
C 3.42 0.80 6.42
C 2.10 4.08 -3.76
C -0.90 0.35 1.15
C -1.97 0.69 -6.56
C -5.75 0.47 4.70
C -2.04 -0.83 -6.61
C -6.89 0.00 5.60
C 3.36 3.42 -3.77
C -0.68 0.58 2.51
H 3.85 -3.36 -4.41
H -4.74 1.79 6.10
H 0.72 2.42 1.11
H 6.11 -5.46 -2.96
H -1.26 1.08 -7.29
H 3.69 -1.44 -5.29
H 0.74 -3.74 3.09
H 3.86 0.44 7.35
H 0.47 4.14 -2.27
H 5.69 -5.01 -1.31
H 1.08 1.57 5.32
H -2.10 2.15 0.79
H -5.44 -0.35 4.05
H 0.64 3.76 0.02
H -1.46 -1.79 -0.97
H 0.97 2.53 3.23
H -6.00 1.32 4.08
H 3.24 0.49 -4.24
H -7.40 0.87 6.03
H 0.42 -0.20 -3.05
H 1.97 -2.55 3.61
H -4.57 0.42 -8.34
H -1.03 2.91 -1.17
H -1.08 -1.29 -6.83
H 1.54 -0.18 6.92
H 4.24 2.12 -2.30
H 4.81 -2.49 -3.19
H -7.64 -0.61 5.09
H -2.40 -1.22 -5.66
H -4.81 -0.18 -6.69
H 2.51 -1.06 5.67
H -3.57 -2.03 -7.64
H 4.10 3.45 -4.55
H -1.40 2.01 5.33
H -5.99 -1.80 6.40
H 1.73 4.72 -4.55
H -0.64 0.09 5.18
H 2.83 2.75 0.10
H 2.24 1.26 -0.63
H -2.64 -0.95 -8.68
H -0.24 1.38 -1.49
H 4.13 0.73 5.59
H 1.41 0.65 -5.85
H 2.72 -4.06 -1.04
H -1.69 1.06 -5.57
H 3.07 1.83 6.54
H 0.50 -2.81 4.55
H 6.27 -3.76 -2.39
H -2.26 0.85 -0.40
H -6.67 -0.73 7.65
H -3.66 0.62 5.32
H 1.97 0.69 4.04
*
```

Its LUMO energy is 0.3 eV. Its total energy is -3002.79176 a.u. The value obtained for the HOMO energy is -0.309 hartree. Its structure (SMILES) is CCCNc1c(C)c2c(c(CCCCn3cccc3)c1P(O)O)Nc1cc([PH2]=N)c(COC)cc1S2.C1CCOC1.C1CCOC1.



[3]
C66H144BF12N10O16S8 | the ωB97M-V functional and the def2-TZVPD basis

```
! RIJCOSX wB97M-V def2-TZVPD def2/J DEFGRID3
* xyz 2 2
S 19.98 3.42 -19.15
S 12.41 2.32 -15.29
S 12.11 1.82 -24.57
S 14.73 11.90 -24.01
S 13.74 3.57 -25.22
S 14.08 3.83 -15.83
S 13.78 9.77 -23.64
S 20.79 5.58 -19.26
F 13.72 13.10 -24.37
F 19.11 3.13 -17.84
F 18.20 -1.83 -18.30
F 11.14 1.76 -16.01
F 14.99 4.20 -24.37
F 13.26 9.05 -22.29
F 16.03 -1.61 -18.17
F 12.20 0.29 -23.98
F 16.84 -2.12 -20.04
F 21.64 6.53 -18.39
F 14.41 4.89 -17.04
F 16.85 -3.70 -18.49
O 14.98 11.44 -25.38
O 15.28 3.02 -15.74
O 18.86 3.78 -19.97
O 11.80 1.67 -26.00
O 19.52 6.28 -19.29
O 21.57 5.39 -20.50
O 14.24 3.37 -26.59
O 13.86 4.74 -14.71
O 11.79 3.09 -14.19
O 15.85 12.62 -23.39
O 12.70 9.43 -24.53
O 13.14 1.11 -15.00
O 15.09 9.13 -23.80
O 20.58 2.11 -19.43
O 12.82 4.64 -25.10
O 11.18 2.45 -23.67
N 15.75 -1.75 -14.03
N 4.34 3.43 -23.66
N 19.37 9.36 -23.21
N 20.99 4.52 -18.31
N 12.98 3.16 -16.64
N 13.46 1.47 -20.06
N 13.72 11.17 -23.00
N 8.23 5.85 -16.58
N 13.63 2.09 -24.25
N 16.56 -4.94 -22.93
C 17.58 -0.31 -15.30
C 18.87 11.46 -24.32
C 15.44 0.95 -21.14
C 3.90 3.68 -22.18
C 10.57 -1.09 -19.13
C 8.22 3.34 -23.05
C 7.86 2.23 -18.12
C 15.94 1.48 -19.77
C 16.15 -0.43 -14.77
C 4.27 6.03 -26.69
C 7.12 6.42 -15.61
C 12.15 3.84 -20.24
C 15.29 -6.40 -24.75
C 11.25 0.08 -19.88
C 12.10 -3.94 -20.49
C 4.53 4.70 -25.98
C 10.68 6.44 -16.39
C 12.81 2.56 -20.97
C 13.27 5.52 -21.68
C 14.29 -4.46 -21.84
C 14.07 0.34 -20.95
C 6.91 3.91 -23.48
C 15.43 -3.93 -22.68
C 16.61 5.76 -22.85
C 16.03 -6.31 -23.42
C 9.53 5.70 -15.66
C 3.30 2.43 -23.95
C 18.41 10.60 -23.15
C 4.09 4.76 -24.48
C 17.30 6.44 -21.66
C 14.92 -7.68 -25.32
C 15.71 -2.99 -15.05
C 19.17 10.52 -25.50
C 9.97 7.48 -17.28
C 17.75 0.81 -16.31
C 12.52 0.66 -19.11
C 11.96 5.06 -21.19
C 14.57 2.16 -19.32
C 1.98 3.01 -23.45
C 14.20 -1.59 -13.61
C 18.59 8.04 -23.08
C 19.95 9.52 -24.71
C 13.37 -3.33 -21.18
C 22.87 8.87 -21.54
C 5.69 6.73 -16.13
C 18.54 -3.56 -23.24
C 16.65 -0.91 -11.79
C 7.61 4.51 -17.03
C 13.37 -2.49 -14.53
C 18.93 -4.43 -22.07
C 8.44 3.61 -17.94
C 16.78 -2.11 -9.52
C 14.29 -3.63 -15.02
C 17.47 -4.29 -23.99
C 2.30 3.68 -22.14
C 4.92 7.47 -15.10
C 4.36 5.92 -28.16
C 17.49 -1.28 -10.56
C 5.84 2.82 -23.74
C 17.57 -5.02 -21.72
C 16.64 -2.07 -12.87
C 20.46 9.53 -22.08
C 17.68 7.95 -21.89
C 3.55 7.82 -15.59
C 8.68 6.84 -17.77
C 21.58 8.43 -22.21
B 17.01 -2.33 -18.73
H 19.34 -3.91 -21.20
H 16.03 -2.68 -16.04
H 7.91 7.59 -17.92
H 6.68 4.84 -17.50
H 3.55 8.62 -16.33
H 17.29 -2.44 -8.62
H 20.00 9.57 -21.09
H 20.24 8.56 -25.13
H 18.41 9.94 -26.02
H 14.02 -2.72 -20.54
H 16.43 -2.99 -10.07
H 20.84 10.50 -22.40
H 10.10 -0.78 -18.19
H 1.35 2.12 -23.42
H 15.84 -2.98 -22.33
H 7.19 4.52 -24.34
H 16.66 6.32 -20.79
H 14.46 1.95 -18.25
H 14.96 -3.72 -23.65
H 14.05 -8.04 -24.77
H 5.95 2.06 -22.97
H 7.91 1.52 -17.30
H 17.56 -5.95 -21.15
H 18.36 11.02 -22.15
H 20.91 10.01 -24.54
H 11.37 4.90 -22.10
H 23.24 9.70 -22.15
H 7.52 7.38 -15.29
H 4.38 6.93 -28.56
H 15.66 -0.58 -11.50
H 10.60 7.75 -18.13
H 16.52 -3.67 -14.77
H 21.62 8.02 -23.22
H 3.31 6.48 -26.42
H 12.24 -5.01 -20.34
H 15.92 -1.64 -9.05
H 7.13 5.91 -14.64
H 17.15 -4.30 -21.01
H 3.09 6.90 -15.97
H 5.11 6.63 -26.36
H 8.64 2.81 -23.91
H 17.53 1.83 -16.00
H 19.60 -5.20 -22.48
H 18.25 5.99 -21.36
H 5.81 2.43 -24.75
H 11.37 -1.79 -18.88
H 17.03 0.58 -17.10
H 19.39 -3.58 -23.93
H 16.79 2.17 -19.84
H 12.68 4.20 -19.35
H 11.63 -0.32 -20.82
H 13.90 -0.55 -13.67
H 9.47 3.68 -17.59
H 14.55 3.23 -19.52
H 19.79 11.97 -24.04
H 12.94 -2.02 -15.42
H 15.47 -6.62 -22.54
H 13.98 -4.08 -15.96
H 9.84 -1.52 -19.82
H 13.49 2.87 -21.76
H 13.50 0.22 -21.87
H 12.08 2.01 -21.57
H 1.81 3.13 -21.34
H 12.20 -3.48 -19.51
H 15.77 0.46 -14.25
H 12.14 1.15 -18.21
H 6.52 4.65 -22.77
H 13.18 6.37 -22.35
H 18.16 12.26 -24.49
H 9.38 6.10 -14.65
H 4.81 6.90 -14.18
H 11.43 5.83 -20.63
H 10.63 0.88 -20.29
H 17.36 5.82 -23.64
H 15.50 -0.35 -15.65
H 5.16 5.78 -16.20
H 8.79 6.18 -18.63
H 18.74 0.85 -16.77
H 16.94 -3.78 -24.79
H 8.42 4.02 -18.95
H 13.66 -5.13 -22.42
H 16.86 -7.02 -23.45
H 19.25 7.19 -22.90
H 13.85 5.83 -20.82
H 16.06 0.11 -21.46
H 8.12 2.51 -22.34
H 3.20 2.38 -25.03
H 17.75 -0.30 -10.14
H 8.12 1.67 -19.02
H 14.31 -4.53 -14.41
H 17.59 -2.49 -13.22
H 5.25 5.39 -28.50
H 15.71 6.38 -22.86
H 23.49 7.99 -21.40
H 11.22 3.45 -19.82
H 3.04 5.07 -24.49
H 6.80 2.37 -18.33
H 13.12 -0.14 -18.67
H 12.61 -3.01 -13.95
H 3.03 8.22 -14.72
H 7.27 3.92 -16.18
H 18.30 -0.16 -14.50
H 5.59 4.51 -26.14
H 17.86 -1.12 -15.97
H 13.89 4.76 -22.16
H 16.34 4.78 -22.46
H 15.97 -5.85 -25.40
H 14.33 -5.87 -24.74
H 9.83 8.42 -16.75
H 4.78 5.38 -23.92
H 14.52 -7.65 -26.33
H 11.12 -3.70 -20.89
H 9.76 4.64 -15.72
H 16.84 8.60 -22.13
H 15.41 1.75 -21.87
H 11.38 6.73 -15.61
H 18.08 7.88 -24.03
H 2.00 4.71 -21.95
H 3.53 1.46 -23.51
H 4.45 4.53 -21.78
H 3.95 3.82 -26.24
H 18.12 8.31 -20.96
H 17.30 -0.11 -12.14
H 17.83 -5.20 -24.45
H 5.36 8.46 -15.02
H 13.98 -0.64 -20.48
H 22.75 9.19 -20.51
H 18.24 -2.58 -22.86
H 11.15 5.70 -17.03
H 18.29 -1.96 -10.86
H 14.82 -5.03 -21.08
H 16.07 -2.90 -12.47
H 5.79 7.10 -17.15
H 21.18 7.59 -21.65
H 19.81 11.01 -26.23
H 3.57 5.30 -28.58
H 16.08 0.69 -19.04
H 14.17 -1.99 -12.59
H 15.84 -8.26 -25.39
H 1.59 3.66 -24.23
H 8.98 4.05 -22.74
H 17.41 10.37 -23.51
H 4.21 2.79 -21.63
H 12.98 -2.66 -21.93
*
```

Its LUMO energy (alpha / beta) is -4.3 / -9.3 eV. Its total energy is -8760.34652 a.u. The value obtained for the HOMO energy (alpha / beta) is -0.396 / -0.396 hartree.



[4]
C10H22F3N4O3S2 | the ωB97M-V functional and the def2-TZVPD basis

```
! RIJCOSX wB97M-V def2-TZVPD def2/J DEFGRID3
* xyz 1 1
S -2.30 -1.38 -0.11
S -2.44 2.65 4.12
F -4.80 -0.92 -1.05
F -3.64 0.96 -0.40
F -3.12 -0.21 -2.36
O -3.00 -2.70 0.05
O -2.04 -0.68 1.20
O -1.01 3.05 4.03
N 0.47 -3.18 -2.31
N -0.91 -1.46 -1.13
N -0.15 -3.55 -0.03
N 4.86 -0.44 0.57
C 1.54 -0.97 -1.43
C -3.42 4.16 4.25
C 0.13 -0.43 -0.81
C 1.33 -1.97 -2.66
C 2.34 0.33 -2.02
C -2.98 2.22 2.45
C -0.23 -2.76 -1.07
C -3.54 -0.28 -1.02
C 4.64 -0.04 -0.88
C 3.35 0.93 -0.91
H 2.87 -0.04 -2.95
H 2.84 0.97 0.11
H 5.54 0.49 -1.32
H -3.20 4.63 5.21
H 1.58 1.13 -2.35
H 2.20 -1.38 -0.60
H -0.26 -3.25 -3.04
H 3.65 1.96 -1.29
H 2.36 -2.39 -2.95
H 4.11 -1.08 0.86
H -4.48 3.92 4.20
H 4.43 -1.00 -1.49
H -4.06 2.03 2.45
H 4.84 0.43 1.11
H -0.17 0.59 -1.24
H 0.26 -4.49 -0.18
H -3.15 4.85 3.45
H -2.46 1.31 2.15
H -2.74 3.02 1.76
H 0.33 -0.28 0.30
H -0.50 -3.32 0.92
H 0.95 -1.41 -3.58
*
```

Its LUMO energy is -5.2 eV. Its total energy is -1934.51511 a.u. The value obtained for the HOMO energy is -0.395 hartree.



[5]
HO5PS | the ωB97M-V functional and the def2-TZVPD basis

```
! RIJCOSX wB97M-V def2-TZVPD def2/J DEFGRID3
* xyz -2 1
S 0.35 1.90 -1.00
P -0.50 -0.88 0.36
O 0.43 3.38 -0.42
O -0.54 0.76 0.50
O -1.22 -1.44 1.57
O 1.16 -1.22 0.44
O -1.07 -1.31 -0.93
H 1.38 -1.19 -0.53
*
```

Its LUMO energy is 6.3 eV. For the relative energy (zero: lowest compared OMol25 entry of this formula, charge and spin), the calculation gives 68.0 kJ/mol. Its total energy is -1116.41271 a.u. The value obtained for the HOMO energy is 0.029 hartree. Its structure (SMILES) is O=[P@]([O-])(O)OS[O-].